11 unconnected molecules or ions with the total composition C77H172N10O12, computed with ωB97M-V with the def2-TZVPD basis set.

Properties
HOMO energy ... -8.006 eV
SMILES ... CC1(C)CCCC(C)(C)N1O.CC1(C)CCCC(C)(C)N1O.CC1(C)CCCC(C)(C)N1O.CC1(C)CCCC(C)(C)N1O.CC1(C)CCCC(C)(C)N1O.CC1(C)CCCC(C)(C)N1O.CC1(C)CCCC(C)(C)N1O.COC[C@H](C)N.COC[C@H](C)N.COC[C@H](C)N.OCCO
Charge ... 0

Structure (XYZ):
```
271
Properties=species:S:1:pos:R:3:forces:R:3
C -3.4273 5.0076 1.7673 -0.679 -0.589 -0.657
C -2.4810 4.0227 1.0775 0.065 1.667 -0.946
C -1.2671 4.8066 0.5954 1.717 0.547 2.058
O -1.4969 5.9460 -0.1401 -0.504 0.945 -0.636
C -1.8313 5.7215 -1.4875 -0.829 -0.809 -0.377
N -1.9281 2.9663 1.8490 -0.216 -1.354 1.277
H -3.8402 5.6289 0.9494 0.042 0.044 0.762
H -2.8729 5.5971 2.4728 0.356 0.598 0.232
H -4.2460 4.5523 2.3472 0.162 -0.132 -0.466
H -2.9250 3.6380 0.1507 -0.294 -0.242 0.390
H -0.5992 4.1598 0.0605 0.312 -0.619 -0.262
H -0.6487 5.1938 1.4967 -1.090 -0.786 -1.002
H -1.0773 6.1273 -2.1567 0.286 -0.063 -0.033
H -2.7721 6.2369 -1.7072 0.026 -0.043 -0.029
H -1.9996 4.6279 -1.7174 0.305 0.950 0.217
H -1.4843 3.3494 2.6840 0.230 0.011 -0.231
H -2.6757 2.3983 2.2431 -0.058 -0.080 -0.102
C 0.4389 -0.4256 -6.1584 0.825 0.663 -0.154
C -1.0688 -0.4919 -6.0628 0.569 1.143 0.672
C -1.5206 1.0077 -6.0014 -0.540 -1.784 -0.718
O -0.9254 1.5302 -4.8653 0.082 0.586 1.005
C -1.4366 2.8133 -4.4870 0.705 -0.746 -2.006
N -1.6945 -1.2551 -7.1283 -0.787 -0.843 0.726
H 0.7598 0.2564 -6.9655 -0.223 -0.271 0.067
H 1.0193 -1.3268 -6.2688 -0.320 -0.794 -0.235
H 0.8214 0.0169 -5.2447 -0.021 0.160 0.177
H -1.3232 -0.9522 -5.0954 -0.027 0.482 0.051
H -2.6243 1.0220 -5.8981 0.213 0.239 -0.215
H -1.2042 1.4982 -6.9559 -0.264 -0.003 0.618
H -0.8745 3.0925 -3.5959 -0.413 0.278 -0.053
H -2.5278 2.7470 -4.4011 0.098 0.246 0.490
H -1.2032 3.4465 -5.3802 -0.256 0.326 0.978
H -2.6764 -1.2648 -6.8534 -0.537 0.729 -0.626
H -1.5693 -2.2165 -6.7880 0.867 -0.147 -0.819
C 7.0890 -2.5734 2.1773 0.025 -0.532 0.523
C 6.0546 -2.0779 3.1541 -0.247 -0.538 1.344
C 6.0295 -0.5514 3.1027 0.044 -0.032 0.497
O 5.3076 -0.0464 4.2222 0.214 1.627 -0.022
C 5.3243 1.4332 4.2341 0.717 -1.462 -0.300
N 4.7341 -2.6069 2.7332 0.403 0.214 0.386
H 8.0479 -2.6397 2.6591 0.539 0.078 0.094
H 7.1579 -1.9438 1.3303 0.099 0.791 -0.977
H 6.8452 -3.5530 1.8033 -0.133 -0.518 -0.040
H 6.3634 -2.4557 4.2088 -0.567 0.803 -1.382
H 5.4784 -0.3088 2.1750 0.413 0.232 0.134
H 7.0610 -0.1019 3.1132 -0.746 -0.504 -0.199
H 4.7337 1.7524 5.0871 -0.207 0.049 -0.251
H 5.0190 1.8018 3.2563 -0.761 0.062 0.047
H 6.3444 1.8410 4.3165 0.003 -0.474 0.385
H 4.7922 -3.6151 2.6599 -0.119 -0.004 0.079
H 3.9732 -2.3732 3.3747 0.424 -0.088 -0.031
C -5.6049 2.3174 0.7377 1.363 -0.551 0.415
C -5.7264 1.5386 -0.6451 -0.200 0.728 1.354
C -4.5731 1.9677 -1.5528 -1.578 1.772 -1.786
C -3.2642 1.3666 -1.2829 0.401 -2.015 0.003
C -3.4919 -0.1675 -1.3694 0.161 -0.598 0.760
C -4.4975 -0.6748 -0.3249 -1.067 -0.449 0.067
N -5.7610 0.0856 -0.5216 0.108 -0.323 -0.681
O -6.8067 -0.3330 0.3599 1.129 0.794 0.375
C -4.8740 -2.1454 -0.5373 1.772 0.049 -2.284
C -3.9281 -0.5877 1.0747 -0.558 -1.051 0.969
C -7.0731 2.0059 -1.1951 1.327 2.162 -0.813
H -4.7464 2.0076 1.4181 -0.789 0.460 -1.171
H -6.4570 2.2295 1.4042 -0.521 -0.088 -0.223
H -5.4953 3.3749 0.4882 0.028 -0.065 0.199
H -4.8818 1.7742 -2.6068 0.170 -0.343 0.520
H -4.4931 3.0819 -1.5893 -0.253 -0.511 0.502
H -2.9401 1.6432 -0.2753 0.364 -0.129 -0.313
H -2.5350 1.6578 -2.0485 0.025 0.078 0.375
H -2.6284 -0.7597 -1.0821 0.681 0.271 -0.324
H -3.8004 -0.5204 -2.3634 -0.038 0.447 0.054
H -5.4476 -2.1824 -1.4966 0.581 -0.369 0.597
H -3.8765 -2.7110 -0.6111 -1.508 0.424 0.000
H -5.4822 -2.5637 0.2281 -0.365 -0.164 0.753
H -3.7729 0.4259 1.2784 0.087 1.535 0.886
H -4.6575 -1.0599 1.7917 0.716 0.687 -0.430
H -2.9387 -1.0231 1.2750 -0.272 -0.380 -0.632
H -7.2665 1.7821 -2.2260 0.203 -0.700 -0.612
H -7.0914 3.1355 -1.1986 -0.143 -1.033 0.415
H -7.8323 1.5979 -0.6077 -1.368 -0.372 0.928
H -6.5487 0.1135 1.1937 -0.500 -0.496 -0.079
C -4.6409 1.0196 4.4248 0.262 0.175 -0.997
C -3.6729 0.2404 5.3094 0.615 0.835 0.388
C -3.2322 1.0722 6.5511 1.245 -0.217 -1.210
C -4.2862 1.1074 7.6011 -0.742 1.496 1.115
C -4.8328 -0.2583 7.9826 0.250 0.043 -0.427
C -5.3420 -1.0045 6.7627 -0.965 -0.811 0.173
N -4.2302 -1.0310 5.7899 0.256 0.363 0.691
O -4.6339 -1.7478 4.6627 -0.411 -0.873 -1.003
C -5.5824 -2.5065 7.1282 1.745 0.609 -0.011
C -6.6894 -0.3764 6.2867 1.045 -0.610 -0.482
C -2.4159 -0.1112 4.4928 0.592 0.260 0.979
H -4.0630 1.5752 3.6501 -0.410 -0.169 0.573
H -5.3150 1.7178 4.9217 0.163 -0.080 0.097
H -5.2190 0.2667 3.8897 -0.228 0.236 -0.172
H -2.3214 0.6171 6.9821 -0.308 -0.120 -0.201
H -2.8644 2.0734 6.1830 -0.726 -0.740 0.437
H -5.0946 1.8147 7.3343 0.034 -0.525 -0.223
H -3.8943 1.6037 8.4956 0.189 -0.194 0.064
H -5.6268 -0.1516 8.7211 -0.044 -0.085 0.016
H -4.0500 -0.8871 8.3990 0.270 0.101 0.303
H -4.5549 -2.9441 7.3843 -1.501 0.433 -0.122
H -6.2835 -2.6008 7.9487 -0.019 -0.051 0.229
H -5.9601 -3.0276 6.2620 -0.199 -0.219 -0.172
H -7.4764 -0.4908 7.0046 -0.348 -0.477 0.568
H -6.6049 0.6770 6.1419 0.149 0.730 -0.204
H -6.9875 -0.8296 5.3469 -0.165 -0.067 -0.133
H -2.6657 -0.7166 3.6164 0.131 0.351 0.023
H -1.8046 -0.7294 5.1967 -0.084 0.401 -0.783
H -1.8296 0.8218 4.2164 -0.742 -1.146 0.195
H -4.0384 -2.5104 4.5775 -0.130 0.321 0.278
C 5.1318 2.2192 -6.7978 1.268 -0.678 -0.070
C 4.9258 3.6799 -6.5210 -0.265 0.542 -1.218
C 3.8949 4.1670 -7.5610 1.833 1.587 0.142
C 2.5141 3.6896 -7.3070 -0.924 0.716 0.093
C 2.1774 4.1855 -5.8888 0.674 -0.460 -0.717
C 3.1170 3.5855 -4.8394 -0.577 0.629 0.787
N 4.4742 4.0545 -5.1969 -0.114 -0.874 0.652
O 5.3968 3.3569 -4.3343 -0.209 -0.034 0.524
C 2.8094 4.2343 -3.4754 -0.322 0.826 -1.120
C 2.9633 2.0788 -4.7101 0.016 -0.602 0.493
C 6.2472 4.4105 -6.7129 0.400 -1.663 -0.233
H 5.9589 2.1253 -7.5158 -0.126 -0.136 0.232
H 4.2959 1.7485 -7.2561 -0.766 -0.365 -0.324
H 5.3799 1.6673 -5.9072 0.280 -0.249 0.225
H 3.8902 5.2444 -7.3482 -0.144 0.203 -0.589
H 4.3399 4.0425 -8.5725 -0.542 -0.213 0.522
H 2.4437 2.6229 -7.3255 -0.225 -0.738 -0.336
H 1.8350 4.1176 -8.0763 0.192 -0.354 0.565
H 1.1684 3.9877 -5.6048 -0.826 -0.221 0.195
H 2.3391 5.2526 -5.9069 -0.144 0.532 0.261
H 3.0751 5.2914 -3.5676 0.188 -0.052 0.244
H 1.7575 4.2294 -3.1668 0.127 -0.455 -0.222
H 3.4222 3.7445 -2.7623 0.465 -0.248 1.048
H 2.9287 1.6278 -5.6831 -0.014 -0.441 -0.332
H 3.8024 1.6085 -4.1500 -0.621 0.451 -0.255
H 2.0078 1.8139 -4.2192 0.392 0.286 -0.110
H 6.1872 5.4589 -6.5766 -0.162 1.050 0.224
H 6.5414 4.1716 -7.7214 0.422 0.289 -0.530
H 7.0140 3.9590 -6.0610 -0.274 0.354 -0.168
H 5.9100 4.0409 -3.9031 -0.035 0.330 0.062
C 3.7551 6.6616 -0.4720 -2.758 -0.574 1.402
C 3.5786 5.9698 0.9608 -1.505 0.558 -0.465
C 4.0074 4.5351 0.9746 0.718 -1.405 -0.247
C 5.5097 4.3764 0.8858 0.614 1.480 0.046
C 6.0372 5.0699 2.1583 -0.584 -0.147 -0.215
C 5.7189 6.5544 2.1579 0.299 1.390 0.682
N 4.2691 6.6411 2.0389 -0.486 0.311 0.915
O 3.8452 7.9941 1.9834 0.125 0.826 0.832
C 6.1403 7.2181 3.4964 -1.049 -1.110 -0.316
C 6.4351 7.4155 1.1380 1.400 -1.261 -0.878
C 2.0454 6.0183 1.3929 0.973 0.864 -0.886
H 2.9906 6.1897 -1.1205 0.609 0.012 0.057
H 4.7128 6.6167 -0.9080 0.956 -0.250 -0.475
H 3.4131 7.6991 -0.3902 0.382 -0.082 0.081
H 3.7454 3.9956 1.9055 -0.399 0.521 -0.269
H 3.5610 3.9888 0.1632 -0.589 -0.116 -0.485
H 5.9553 4.8312 -0.0427 -0.480 -0.091 0.847
H 5.8411 3.3623 0.8357 -0.042 -0.927 0.189
H 7.0840 4.9717 2.2199 1.482 -0.192 0.225
H 5.5914 4.6217 3.0885 0.281 0.254 -0.867
H 7.1991 7.0593 3.7059 -0.121 0.103 -0.008
H 5.8774 8.2676 3.4339 0.246 0.180 0.221
H 5.5080 6.7336 4.2338 0.166 0.085 0.656
H 6.1250 7.1013 0.1448 0.638 0.222 -0.159
H 6.2264 8.4584 1.2444 -0.439 0.552 0.176
H 7.5439 7.3132 1.2887 -0.885 -0.083 -0.416
H 1.9222 5.4632 2.3271 0.028 0.400 0.033
H 1.4023 5.5624 0.6534 0.026 -0.324 -0.388
H 1.7230 7.0864 1.4310 0.194 -0.912 0.390
H 3.5307 8.2083 2.8857 0.223 -0.354 -0.722
C 1.1547 -5.6587 -5.3718 -0.713 -0.406 1.725
C -0.2802 -6.2120 -5.4839 -0.676 0.012 -1.410
C -0.5969 -7.2064 -4.3653 0.969 -0.489 -1.445
C -0.7967 -6.5729 -3.0464 -1.623 1.214 0.025
C -1.9444 -5.5285 -3.1792 0.179 -0.766 0.549
C -1.7561 -4.5196 -4.2897 0.731 0.584 0.316
N -1.4071 -5.2414 -5.5201 -0.019 -1.276 0.375
O -1.1095 -4.2939 -6.4874 0.535 1.693 -1.067
C -3.0721 -3.8113 -4.5269 -0.146 -0.101 0.147
C -0.6987 -3.4563 -3.9159 1.269 -0.072 -0.167
C -0.3926 -6.9348 -6.8555 0.821 -0.860 -0.342
H 1.5115 -4.9795 -6.1323 -0.247 0.153 -0.163
H 1.7533 -6.5535 -5.3328 0.636 -0.269 -0.334
H 1.2530 -5.2338 -4.3572 0.367 0.012 -0.722
H -1.5000 -7.7423 -4.6937 0.281 -0.096 0.299
H 0.2770 -7.8734 -4.3400 -0.436 -0.308 0.001
H 0.0966 -6.1013 -2.6506 0.200 0.032 0.079
H -1.1497 -7.3179 -2.3635 0.075 -0.470 0.740
H -2.0281 -5.0184 -2.2294 0.006 0.509 0.265
H -2.9394 -5.9956 -3.2936 0.534 -0.299 -0.206
H -2.9071 -3.1543 -5.3726 -0.484 0.113 -0.235
H -3.8491 -4.5751 -4.7259 0.204 0.674 0.002
H -3.3185 -3.1845 -3.6556 -0.119 -0.316 -0.212
H 0.3290 -3.8957 -3.7894 -1.169 0.583 -0.173
H -0.6355 -2.6691 -4.6930 0.077 -0.624 0.459
H -0.9040 -2.9598 -2.9695 -0.394 0.013 0.107
H -0.0941 -6.3274 -7.7016 0.209 0.567 -0.004
H -1.3747 -7.2968 -7.1272 -0.562 0.011 0.483
H 0.2691 -7.8177 -6.9788 -0.147 0.392 0.601
H -1.3112 -4.6202 -7.3771 -0.322 -0.348 0.560
C 0.4982 2.1881 -1.1521 1.718 0.715 -1.494
C 1.0596 0.8387 -0.7454 -1.020 -0.582 -0.468
C 2.5852 0.9271 -0.6556 0.210 0.126 0.258
C 3.2559 -0.2876 -0.0284 -1.012 -0.679 0.121
C 2.6597 -0.4839 1.3575 0.227 0.716 0.554
C 1.1113 -0.6057 1.3307 -1.208 -1.100 0.270
N 0.5432 0.5043 0.5936 0.272 1.462 0.125
O -0.8762 0.4284 0.5841 0.612 -1.888 -1.158
C 0.6474 -2.0065 0.7961 2.147 -0.679 1.255
C 0.4344 -0.5586 2.7654 1.101 0.049 -1.081
C 0.6533 -0.1011 -1.8798 -0.446 -0.573 0.364
H 0.8402 2.3606 -2.1940 0.133 -0.130 0.325
H 1.0305 2.9673 -0.6105 -0.570 0.324 0.448
H -0.5626 2.3212 -1.2834 -0.475 -0.252 0.885
H 3.0522 1.0590 -1.6313 -0.361 0.523 -0.216
H 2.7166 1.8140 -0.0217 0.668 -0.083 -0.110
H 4.3494 -0.2058 0.0276 -0.254 0.132 -0.097
H 3.0204 -1.2069 -0.6026 0.294 0.468 -0.066
H 2.9876 0.4259 1.9303 -0.619 -0.640 -0.031
H 3.1605 -1.3453 1.8190 -0.633 0.227 -0.046
H -0.4175 -2.1434 0.8121 -0.397 0.084 0.288
H 0.9961 -2.4111 -0.1408 0.295 0.590 -0.722
H 1.2036 -2.6820 1.5083 -1.150 0.133 -0.310
H -0.5718 -0.9825 2.7118 0.046 0.610 -0.080
H 0.9608 -1.2361 3.4288 0.400 0.077 0.306
H 0.4835 0.4881 3.1082 -0.270 -0.500 0.147
H -0.4463 -0.1741 -1.9686 0.446 -0.057 0.121
H 1.0795 -1.0906 -1.7051 -0.137 0.007 -0.419
H 1.0234 0.3399 -2.8006 0.103 -0.285 -0.225
H -1.2195 1.1886 1.0296 0.151 1.435 0.728
C -2.7377 -7.8090 0.8765 1.191 -1.440 -0.564
C -1.6236 -7.5218 1.9032 1.382 0.750 -1.667
C -0.3773 -6.8436 1.2565 -0.756 -0.612 -0.340
C -0.6348 -5.3953 0.9129 -1.084 0.915 0.064
C -1.0964 -4.5936 2.2024 0.415 -0.758 -1.880
C -2.2291 -5.2388 2.9441 -1.598 -0.241 0.659
N -2.0383 -6.6983 2.9872 0.076 0.578 1.829
O -3.2440 -7.2951 3.3596 -1.744 -0.345 -0.405
C -2.2949 -4.7133 4.4306 0.722 -0.686 -1.644
C -3.6264 -4.8777 2.3656 1.653 1.704 -0.631
C -1.1971 -8.8192 2.5078 -0.741 -1.115 1.608
H -3.4570 -8.4734 1.3179 -0.309 -0.346 0.097
H -2.3646 -8.2754 -0.0605 0.174 -0.042 0.687
H -3.2651 -6.9871 0.5248 -0.847 1.836 -0.335
H 0.4586 -6.9431 1.9509 0.134 -0.115 -0.139
H -0.2383 -7.4378 0.3326 0.576 0.325 0.443
H -1.3995 -5.3941 0.1075 0.086 0.258 0.485
H 0.2257 -4.8731 0.4714 -0.024 -0.293 0.232
H -1.4058 -3.5834 1.9513 0.117 0.124 -0.062
H -0.1948 -4.5331 2.7835 0.339 0.138 0.750
H -2.0062 -3.6702 4.4327 -0.055 0.347 0.214
H -3.2826 -4.8711 4.8144 -0.573 0.091 0.397
H -1.5925 -5.2918 5.0014 0.437 -0.080 0.486
H -3.7301 -3.7676 2.4652 0.053 -0.646 -0.546
H -3.7370 -5.2149 1.3423 -0.112 0.327 -0.253
H -4.4046 -5.2750 2.9402 -1.026 -0.841 0.815
H -0.5706 -8.7438 3.3948 0.397 0.542 -0.169
H -0.7723 -9.5474 1.8702 0.686 -0.428 -1.196
H -2.0727 -9.3276 2.9095 -0.267 -0.003 -0.064
H -3.3604 -7.3520 4.2940 0.590 0.142 1.163
C 2.8056 -2.8844 6.3376 0.332 0.590 -1.030
C 2.9353 -1.3421 6.2816 1.083 -0.579 -0.166
O 4.2070 -0.9331 6.8537 -0.365 -0.229 -0.796
O 1.7383 -3.3397 5.5253 -0.518 -0.051 -0.881
H 2.5368 -3.2315 7.2973 0.609 -0.236 1.587
H 3.7262 -3.3443 5.9166 -0.090 0.449 0.768
H 2.1100 -0.7999 6.7693 0.350 -0.342 -0.067
H 2.9738 -1.0918 5.2244 -0.407 0.265 -0.224
H 4.8374 -0.8669 6.0965 -0.652 0.048 0.708
H 1.8495 -4.2979 5.4822 -0.312 0.215 -0.115
```
Forces are in eV/Å.

Atomic partial charges in e from the Löwdin method, atoms 1 to 2: -0.0369 -0.4524